# 1
6
Properties=species:S:1:pos:R:3:forces:R:3 method="wB97M-V/def2-TZVPD" gap_ha=0.2742 e_above_lowest_kcal_mol=31.1
P -2.946 -1.210 -0.063 1.169 0.276 -0.743
S 2.388 0.012 0.158 -0.359 1.327 -0.715
S -3.522 0.549 0.407 -0.069 0.059 0.046
H -1.690 -0.909 -0.872 -1.086 -0.332 0.697
H 2.224 1.301 -0.420 0.458 -1.594 0.881
H 3.546 0.257 0.790 -0.112 0.264 -0.166

=====

# 2
7
Properties=species:S:1:pos:R:3:forces:R:3 method="wB97M-V/def2-TZVPD" charge=-1 gap_ha=0.3177 e_above_lowest_kcal_mol=14.4
C 1.086 0.829 -0.919 -0.381 0.250 -0.599
N -0.297 -0.751 -0.670 -0.389 -0.327 1.049
O 1.908 0.467 -0.190 1.450 -0.577 1.336
O 0.579 1.488 -1.728 -0.662 0.865 -0.983
O -1.062 -1.876 1.519 0.012 0.345 -0.011
O -1.358 0.537 1.303 0.302 -0.319 0.085
S -0.856 -0.693 0.686 -0.331 -0.238 -0.876

=====

# 3
13
Properties=species:S:1:pos:R:3:forces:R:3 method="wB97M-V/def2-TZVPD" charge=-1 gap_ha="0.1829 / 0.1815" e_above_lowest_kcal_mol=0.0 multiplicity=2
O 2.382 1.549 0.717 0.701 0.556 0.250
C 1.455 0.553 0.321 -0.500 -0.715 -0.214
C 0.034 1.093 0.464 -0.746 -0.209 -0.365
O -0.900 0.210 -0.006 -0.611 0.023 0.482
C -1.608 -2.378 -1.570 -3.140 0.091 1.077
O -2.451 -1.736 -2.241 1.186 0.095 -0.456
O -1.879 -2.904 -0.465 1.235 -0.067 -0.291
H 3.150 1.137 1.117 -0.085 -0.047 -0.089
H 1.552 -0.351 0.949 -0.042 0.215 -0.181
H 1.617 0.253 -0.730 -0.027 0.098 0.278
H -0.005 2.067 -0.077 0.222 0.080 -0.008
H -0.085 1.379 1.535 0.025 -0.064 0.107
Na -3.260 -0.873 -0.015 1.781 -0.057 -0.592

=====

no.,electronic energy (Eh)
1,-1139.47625
2,-792.05315
3,-580.56381